Entry from the Open Molecules 2025 dataset: a 2-piece molecular cluster, CH4N2S2 overall at a distorted geometry (ωB97M-V/def2-TZVPD).

Summary:
electronic energy	-25748.355	eV
relative energy (zero: lowest compared OMol25 entry of this formula, charge and spin)	4.1350	eV
HOMO-LUMO gap	8.2945	eV

```
! RIJCOSX wB97M-V def2-TZVPD def2/J DEFGRID3
* xyz 0 1
H 1.900 0.917 0.763
S 0.071 0.700 -2.129
N -0.673 -0.376 -1.261
H -1.618 -1.419 0.214
H -1.004 -0.257 1.759
C -1.056 -0.629 -0.127
H 1.569 1.244 -1.161
N -0.426 -0.017 0.882
S 1.238 -0.162 1.061
*
```